Molecular formula: C29H37F4N4O3S4Se2Si4Ti
Method: DFT, ωB97M-V/def2-TZVPD

Last column: Mulliken charge in e.
Positions of all 88 atoms, in Å:
Ti -0.897 1.087 0.751  0.493
O 0.393 4.812 4.958  -0.535
C -0.141 3.493 5.026  -1.516
C -0.324 2.927 3.612  2.291
C -0.725 1.465 3.847  -1.570
O -1.542 0.985 2.764  0.016
C 1.016 3.076 2.854  -1.290
Se 1.485 1.667 1.564  -0.483
C -1.460 3.710 2.935  -1.562
Se -1.602 3.567 0.979  -0.358
H 0.519 5.128 5.856  0.327
H -1.113 3.504 5.536  0.448
H 0.538 2.838 5.587  0.497
H -1.324 1.381 4.759  0.647
H 0.161 0.831 3.934  0.332
H -2.084 0.236 3.051  0.077
H 1.836 3.090 3.572  0.525
H 1.013 4.030 2.329  0.437
H -1.306 4.768 3.140  0.576
H -2.415 3.416 3.377  0.309
O -4.719 1.451 -5.114  -0.634
C -4.008 1.304 -4.151  0.615
S -4.463 0.424 -2.693  -0.176
C -2.955 0.616 -1.811  0.700
C -1.967 1.247 -2.483  -0.734
S -0.474 1.749 -1.680  -0.270
S -2.366 1.949 -4.044  -0.072
S -2.995 0.055 -0.177  -0.476
C 3.924 2.752 -3.728  -1.182
Si 3.001 2.404 -2.116  0.719
C 2.164 3.982 -1.561  -0.733
C 4.342 1.871 -0.918  -0.893
Si 1.347 0.747 -2.517  0.082
Si 1.009 0.580 -4.852  0.601
C 0.673 2.283 -5.600  -1.263
C -0.336 -0.693 -5.212  -1.045
C 2.537 -0.031 -5.778  -1.139
Si 1.805 -1.417 -1.699  0.846
C 2.760 -1.445 -0.091  -0.593
C 2.965 -2.167 -2.993  -1.386
C 0.228 -2.429 -1.686  -0.939
H 4.666 3.534 -3.540  0.398
H 3.276 3.091 -4.535  0.221
H 4.465 1.867 -4.071  0.243
H 2.921 4.749 -1.369  0.364
H 1.597 3.818 -0.643  -0.013
H 1.477 4.361 -2.321  0.242
H 5.159 2.597 -0.978  0.377
H 4.752 0.892 -1.171  0.273
H 3.969 1.833 0.105  0.137
H 0.201 2.987 -4.916  0.328
H 0.028 2.187 -6.478  0.433
H 1.620 2.718 -5.926  0.369
H -1.075 -0.773 -4.415  0.283
H 0.133 -1.674 -5.334  0.288
H -0.866 -0.453 -6.136  0.413
H 3.435 0.540 -5.549  0.232
H 2.332 0.092 -6.847  0.385
H 2.744 -1.085 -5.599  0.327
H 3.632 -0.792 -0.136  0.197
H 3.113 -2.468 0.074  0.440
H 2.172 -1.142 0.773  -0.154
H 3.765 -1.486 -3.295  0.325
H 2.422 -2.470 -3.890  0.249
H 3.434 -3.060 -2.569  0.455
H -0.591 -1.897 -1.201  0.088
H 0.381 -3.364 -1.139  0.439
H -0.069 -2.676 -2.708  0.343
F -3.181 -1.584 3.004  -0.358
C -2.893 -2.879 3.315  0.317
C -3.956 -3.690 3.649  -0.200
F -5.181 -3.131 3.626  -0.370
C -3.805 -5.034 4.030  0.752
C -2.464 -5.455 4.011  -0.124
C -1.411 -4.636 3.664  0.396
F -0.174 -5.165 3.674  -0.354
C -1.571 -3.301 3.306  0.639
C -0.425 -2.417 3.007  -0.382
C -0.369 -1.621 1.905  0.037
N -0.293 -0.895 0.982  0.294
C 0.669 -2.325 3.907  0.025
N 1.557 -2.238 4.641  -0.707
F -2.162 -6.729 4.330  -0.348
C -4.904 -5.887 4.402  0.224
C -4.731 -7.211 4.870  0.178
N -4.665 -8.299 5.259  -0.766
C -6.255 -5.471 4.363  0.146
N -7.381 -5.203 4.345  -0.768

Calculated values
* lowest unoccupied orbital energy (alpha / beta): 0.129 / 0.129 hartree
* net charge: -2
* HOMO level (alpha / beta): -0.083 / -0.083 Eh
* maximum force: 0.6 eV/Å
* multiplicity: 2

---

Molecular formula: C2H11N5
Method: DFT, ωB97M-V/def2-TZVPD

Last column: Mulliken charge in e.
Positions of all 18 atoms, in Å:
C 2.232 -1.067 0.094  -0.898
N 1.036 -0.319 0.501  -0.368
H 1.118 0.086 1.430  0.374
H -0.093 -0.818 0.515  0.541
H 2.401 -1.894 0.786  0.335
H 3.107 -0.416 0.077  0.334
H 2.077 -1.484 -0.900  0.304
N -1.295 -0.295 0.055  -0.218
N -1.811 0.517 1.086  -0.603
N -2.210 -0.404 -1.041  -0.705
C 0.502 0.722 -0.456  0.068
N 0.517 1.986 -0.256  -0.754
H -2.735 0.177 1.343  0.268
H -1.916 1.479 0.744  0.226
H -1.962 -1.237 -1.566  0.243
H -2.095 0.398 -1.667  0.236
H 0.597 2.233 0.729  0.216
H 0.529 0.335 -1.473  0.401

Calculated values
* lowest unoccupied orbital energy: 0.028 hartree
* net charge: 0
* HOMO level: -0.260 Eh
* maximum force: 1.1 eV/Å
* multiplicity: 1

---

Molecular formula: C2HCuFO
Method: DFT, ωB97M-V/def2-TZVPD

Last column: Mulliken charge in e.
Positions of all 6 atoms, in Å:
H 1.404 0.872 -0.313  0.361
O -0.034 1.398 0.303  -0.408
C -0.050 -0.905 0.261  -0.652
C 0.637 0.230 0.349  0.677
Cu -1.708 0.089 0.465  0.305
F -0.250 -1.685 -1.064  -0.284

Calculated values
* lowest unoccupied orbital energy (alpha / beta): -0.032 / -0.056 hartree
* net charge: 0
* HOMO level (alpha / beta): -0.325 / -0.343 Eh
* maximum force: 9.3 eV/Å
* multiplicity: 2

---

Molecular formula: H3PSSi
Method: DFT, ωB97M-V/def2-TZVPD

Last column: Mulliken charge in e.
Positions of all 6 atoms, in Å:
Si 0.978 0.503 -0.574  0.299
P 2.755 1.846 -1.138  0.010
S -0.076 -1.725 -0.633  -0.379
H 0.846 0.904 0.894  -0.033
H 0.126 1.321 -1.480  -0.047
H 0.871 -2.710 -1.026  0.149

Calculated values
* lowest unoccupied orbital energy (alpha / beta): -0.075 / -0.078 hartree
* net charge: 0
* HOMO level (alpha / beta): -0.330 / -0.332 Eh
* maximum force: 2.2 eV/Å
* multiplicity: 1

---

Molecular formula: H14NO5
Method: DFT, ωB97M-V/def2-TZVPD

Last column: Mulliken charge in e.
Positions of all 20 atoms, in Å:
N -0.269 0.687 0.494  -0.277
H -0.909 1.473 0.683  0.444
H -0.789 0.071 -0.143  0.283
H -0.093 0.297 1.449  0.355
H 0.638 1.040 0.121  0.324
O -0.852 -1.217 -1.629  -0.723
H -1.055 -0.813 -2.484  0.325
H -1.364 -2.038 -1.620  0.341
O 0.494 -0.637 2.834  -0.666
H 0.735 -1.563 2.958  0.310
H 0.807 -0.188 3.630  0.317
O -2.817 1.966 0.227  -0.662
H -3.347 2.705 0.550  0.321
H -3.401 1.201 0.302  0.330
O 2.053 1.279 -0.945  -0.666
H 2.816 0.695 -1.027  0.308
H 2.408 2.167 -1.084  0.317
O 1.690 -2.756 -1.491  -0.614
H 2.388 -2.097 -1.489  0.290
H 0.867 -2.269 -1.336  0.343

Calculated values
* lowest unoccupied orbital energy: -0.110 hartree
* net charge: +1
* HOMO level: -0.517 Eh
* maximum force: 1.8 eV/Å
* multiplicity: 1

---

Molecular formula: C13H48BaO13
Method: DFT, ωB97M-V/def2-TZVPD

Last column: Mulliken charge in e.
Positions of all 75 atoms, in Å:
Ba 1.948 -0.342 3.074  1.857
O 1.447 -1.234 0.336  -0.709
C 0.247 -0.526 -0.098  0.221
C -0.160 0.911 0.500  0.044
O -0.344 1.102 1.906  -0.696
H -0.606 -1.192 0.033  -0.427
H 0.288 -0.439 -1.184  -0.347
H -1.009 1.226 -0.106  -0.123
H 0.545 1.665 0.148  0.521
C -1.626 3.543 4.267  -0.578
O -0.470 2.760 4.165  -0.491
H -1.821 4.085 3.341  0.196
H -2.473 2.863 4.360  0.240
H -1.523 4.289 5.055  0.269
H -0.587 2.274 3.345  0.374
C 1.374 -1.502 -3.630  -0.373
O 2.308 -1.910 -2.597  -0.454
H 1.053 -0.477 -3.445  -0.009
H 1.701 -1.527 -4.669  0.321
H 0.466 -2.085 -3.478  0.185
H 1.915 -1.663 -1.756  0.126
C -3.871 2.140 -0.757  -0.323
O -3.219 2.917 0.223  -0.585
H -3.230 2.056 -1.634  0.099
H -4.101 1.150 -0.364  0.116
H -4.789 2.628 -1.086  0.335
H -2.392 2.523 0.511  0.332
C 4.571 -2.968 -0.566  -0.402
O 3.737 -2.978 0.572  -0.542
H 4.848 -1.952 -0.850  0.191
H 5.470 -3.545 -0.352  0.301
H 3.984 -3.345 -1.403  0.118
H 3.012 -2.384 0.363  0.330
C -0.052 3.062 -2.651  0.045
O 0.797 3.809 -3.459  -0.546
H -0.148 3.438 -1.632  -0.072
H -1.074 3.061 -3.031  0.363
H 0.262 2.027 -2.510  -0.180
H 0.704 4.717 -3.163  0.339
C 0.814 4.939 0.766  -0.620
O 0.892 3.855 1.667  -0.509
H 1.137 4.544 -0.198  0.158
H -0.175 5.356 0.576  0.264
H 1.414 5.784 1.101  0.303
H 0.528 3.101 1.197  0.238
C -3.070 -0.932 1.991  -0.200
O -2.364 -0.431 3.154  -0.624
H -4.036 -1.385 2.213  0.439
H -3.291 -0.065 1.369  -0.003
H -2.434 -1.560 1.367  -0.065
H -1.657 0.089 2.766  0.448
C -0.135 -3.414 3.383  -0.247
O 0.922 -2.765 4.072  -0.455
H 0.294 -4.374 3.097  0.304
H -1.012 -3.554 4.015  0.319
H -0.430 -2.959 2.437  -0.065
H 1.039 -3.161 4.939  0.223
C 0.646 -4.538 -1.055  -0.461
O 0.418 -4.087 0.257  -0.524
H 0.741 -5.616 -1.183  0.343
H -0.172 -4.325 -1.743  0.175
H 1.553 -4.081 -1.451  0.068
H 0.629 -3.151 0.261  0.293
C 3.480 1.359 -2.127  -0.316
O 3.415 0.743 -0.853  -0.479
H 2.576 1.926 -2.351  -0.024
H 4.299 2.076 -2.166  0.306
H 3.522 0.542 -2.848  0.208
H 2.603 0.258 -0.695  0.445
C -2.987 -1.857 -1.731  -0.345
O -3.901 -1.906 -2.857  -0.544
H -2.896 -0.887 -1.244  -0.003
H -3.267 -2.530 -0.921  0.355
H -2.066 -2.361 -2.024  0.214
H -4.215 -2.808 -2.956  0.312

Calculated values
* lowest unoccupied orbital energy: -0.051 hartree
* net charge: 0
* HOMO level: -0.320 Eh
* maximum force: 2.7 eV/Å
* multiplicity: 1

---

Molecular formula: C39H104O39S13
Method: DFT, ωB97M-V/def2-TZVPD

Last column: Mulliken charge in e.
Positions of all 195 atoms, in Å:
O -1.751 10.037 3.302  -0.575
S -1.042 10.149 1.979  1.100
O 0.169 11.022 1.849  -0.591
O -0.598 8.641 1.453  -0.306
C 0.396 8.489 0.409  -0.233
C -0.321 7.682 -0.699  -1.042
C -2.272 10.525 0.673  -0.871
H 1.349 8.019 0.652  0.342
H 0.727 9.416 -0.060  0.273
H -0.613 6.727 -0.262  0.289
H 0.090 7.383 -1.663  0.376
H -1.301 8.099 -0.933  0.255
H -1.764 10.676 -0.279  0.294
H -2.734 11.465 0.977  0.370
H -3.029 9.742 0.636  0.319
O -11.766 8.727 2.295  -0.594
S -10.683 8.391 1.384  1.118
O -9.357 8.791 1.721  -0.582
O -10.475 6.707 1.320  -0.302
C -10.243 5.915 2.411  -0.283
C -9.903 4.500 2.008  -1.130
C -11.163 8.634 -0.334  -0.866
H -11.029 5.970 3.164  0.326
H -9.481 6.452 2.976  0.348
H -8.947 4.492 1.485  0.286
H -10.752 4.096 1.455  0.303
H -9.895 3.832 2.869  0.370
H -10.340 8.572 -1.045  0.335
H -11.620 9.624 -0.318  0.354
H -11.890 7.914 -0.709  0.316
O -1.792 -9.302 -2.795  -0.624
S -2.070 -10.490 -3.622  1.142
O -3.219 -11.322 -3.341  -0.601
O -2.242 -9.950 -5.213  -0.275
C -3.042 -8.778 -5.395  -0.220
C -3.275 -8.644 -6.958  -1.179
C -0.618 -11.559 -3.665  -0.864
H -2.554 -7.877 -5.023  0.304
H -4.052 -8.893 -5.003  0.328
H -2.369 -8.220 -7.391  0.302
H -4.009 -7.872 -7.187  0.379
H -3.619 -9.607 -7.336  0.330
H 0.117 -10.911 -4.142  0.302
H -0.938 -12.460 -4.188  0.315
H -0.229 -11.771 -2.669  0.364
O 2.700 7.105 9.022  -0.581
S 2.930 8.395 9.638  1.097
O 3.745 8.562 10.843  -0.589
O 3.384 9.462 8.457  -0.281
C 3.353 10.834 8.731  -0.150
C 4.392 11.338 7.832  -1.360
C 1.321 9.129 9.859  -0.913
H 3.623 10.955 9.780  0.399
H 2.360 11.261 8.592  0.335
H 4.240 11.313 6.753  0.324
H 5.283 10.717 7.928  0.315
H 4.582 12.385 8.067  0.379
H 0.654 8.586 10.528  0.365
H 0.868 9.138 8.868  0.340
H 1.450 10.154 10.205  0.318
O -1.812 -0.732 1.775  -0.586
S -0.496 -0.864 1.098  1.168
O -0.236 -0.051 -0.060  -0.596
O 0.640 -0.569 2.331  -0.316
C 1.911 -0.216 1.975  -0.227
C 2.713 0.555 3.061  -1.174
C -0.092 -2.661 0.812  -0.894
H 1.823 0.421 1.095  0.361
H 2.422 -1.136 1.692  0.293
H 2.133 1.466 3.201  0.302
H 3.688 0.869 2.687  0.350
H 2.736 0.024 4.013  0.317
H 0.355 -3.000 1.746  0.299
H 0.622 -2.881 0.018  0.327
H -1.058 -3.116 0.592  0.376
O 7.905 3.808 -2.415  -0.588
S 9.008 2.940 -2.043  1.185
O 8.636 1.647 -1.483  -0.631
O 10.006 2.725 -3.289  -0.314
C 11.031 1.745 -3.147  -0.087
C 11.791 1.570 -4.469  -1.237
C 10.151 3.904 -1.013  -0.980
H 10.682 0.761 -2.834  0.300
H 11.630 2.218 -2.369  0.295
H 12.522 0.762 -4.503  0.352
H 12.264 2.504 -4.773  0.316
H 11.086 1.480 -5.296  0.326
H 10.824 3.333 -0.373  0.349
H 9.581 4.507 -0.306  0.383
H 10.661 4.508 -1.763  0.330
O -6.080 -5.447 4.652  -0.590
S -7.253 -6.304 4.308  1.103
O -7.244 -7.685 4.708  -0.586
O -8.622 -5.529 4.854  -0.359
C -8.859 -4.168 4.736  -0.208
C -10.221 -3.851 4.010  -1.026
C -7.504 -6.150 2.593  -0.843
H -8.054 -3.734 4.144  0.311
H -9.097 -3.714 5.698  0.290
H -10.191 -2.859 3.560  0.319
H -11.092 -3.903 4.664  0.328
H -10.490 -4.671 3.345  0.279
H -7.283 -5.102 2.392  0.319
H -8.532 -6.351 2.292  0.309
H -6.746 -6.770 2.114  0.355
O 7.257 -10.400 -0.707  -0.630
S 7.371 -8.973 -0.276  1.166
O 7.381 -8.711 1.178  -0.591
O 8.738 -8.385 -1.046  -0.336
C 9.173 -8.926 -2.261  -0.161
C 10.429 -8.191 -2.748  -1.226
C 6.163 -7.898 -1.046  -0.824
H 8.397 -8.926 -3.027  0.338
H 9.401 -9.973 -2.060  0.307
H 10.840 -8.733 -3.600  0.384
H 11.225 -8.163 -2.005  0.323
H 10.136 -7.231 -3.174  0.306
H 5.925 -7.217 -0.230  0.332
H 5.311 -8.532 -1.292  0.316
H 6.548 -7.451 -1.963  0.296
O -6.046 2.753 -10.234  -0.597
S -6.517 1.416 -9.945  1.141
O -7.010 0.667 -11.062  -0.569
O -5.294 0.571 -9.113  -0.322
C -4.678 1.200 -7.973  -0.164
C -3.481 0.352 -7.565  -1.196
C -7.889 1.459 -8.615  -0.952
H -5.296 1.310 -7.082  0.312
H -4.403 2.218 -8.247  0.353
H -2.742 0.793 -6.897  0.369
H -2.973 0.070 -8.487  0.313
H -3.844 -0.520 -7.020  0.280
H -7.810 0.595 -7.955  0.318
H -8.732 1.482 -9.306  0.382
H -8.004 2.418 -8.109  0.333
O 4.277 -4.167 -8.628  -0.560
S 4.224 -4.678 -7.258  1.079
O 3.044 -4.646 -6.399  -0.581
O 5.034 -6.152 -7.095  -0.296
C 5.446 -6.687 -8.294  -0.342
C 4.291 -7.501 -8.938  -1.026
C 5.351 -3.606 -6.295  -0.891
H 6.350 -7.233 -8.025  0.313
H 5.860 -5.851 -8.857  0.375
H 3.869 -8.153 -8.173  0.296
H 4.560 -8.192 -9.736  0.367
H 3.464 -6.937 -9.369  0.304
H 6.331 -3.615 -6.772  0.298
H 5.337 -4.173 -5.364  0.313
H 4.883 -2.622 -6.298  0.352
O -5.629 2.522 7.652  -0.625
S -4.258 3.046 7.839  1.124
O -4.137 4.246 8.629  -0.579
O -3.322 1.877 8.499  -0.286
C -3.485 0.524 7.986  -0.228
C -2.388 -0.402 8.531  -1.158
C -3.565 3.337 6.150  -0.956
H -3.249 0.559 6.923  0.230
H -4.532 0.223 7.948  0.435
H -2.565 -1.302 7.943  0.376
H -2.571 -0.559 9.594  0.315
H -1.408 0.045 8.358  0.292
H -3.759 2.507 5.471  0.346
H -2.501 3.180 6.330  0.331
H -3.535 4.327 5.696  0.383
O 12.993 4.610 7.496  -0.581
S 12.379 5.218 6.339  1.041
O 12.296 6.674 6.228  -0.570
O 13.195 4.542 5.021  -0.270
C 14.683 4.594 5.015  -0.180
C 15.172 4.425 3.607  -1.212
C 10.676 4.371 5.996  -0.834
H 15.070 3.743 5.575  0.266
H 15.131 5.443 5.531  0.382
H 16.256 4.310 3.589  0.350
H 14.826 5.245 2.978  0.323
H 14.588 3.662 3.092  0.315
H 10.856 3.405 5.526  0.302
H 10.291 5.079 5.262  0.318
H 10.014 4.399 6.862  0.349
O -7.516 -4.580 -3.118  -0.583
S -8.708 -4.868 -3.918  1.041
O -8.609 -4.709 -5.355  -0.591
O -9.290 -6.287 -3.513  -0.212
C -9.777 -7.057 -4.631  -0.221
C -10.211 -8.427 -3.951  -1.160
C -10.173 -3.963 -3.158  -0.878
H -9.116 -7.282 -5.468  0.317
H -10.647 -6.469 -4.921  0.326
H -10.171 -9.326 -4.567  0.357
H -11.106 -8.427 -3.329  0.311
H -9.506 -8.714 -3.171  0.331
H -9.946 -2.923 -3.393  0.345
H -10.155 -4.040 -2.071  0.311
H -11.087 -4.286 -3.656  0.305

Calculated values
* lowest unoccupied orbital energy: -0.005 hartree
* net charge: 0
* HOMO level: -0.380 Eh
* maximum force: 4.6 eV/Å
* multiplicity: 1

---

Molecular formula: C5H9INOS
Method: DFT, ωB97M-V/def2-TZVPD

Last column: Mulliken charge in e.
Positions of all 18 atoms, in Å:
C 0.285 0.084 1.451  0.546
C -0.374 0.914 0.245  -0.806
C -0.631 -0.793 2.143  -0.240
C 0.420 -1.083 -0.658  -0.581
C 0.326 1.026 -2.186  -0.854
N 0.448 0.387 -0.871  -0.157
O 1.473 0.246 1.692  -0.548
S -2.246 -0.748 1.774  -0.149
I 2.377 -2.010 -0.728  0.239
H -1.400 0.627 0.248  0.493
H -0.070 1.933 0.450  0.425
H -0.300 -1.409 2.961  0.475
H -0.305 -1.650 -1.312  0.423
H 1.145 0.547 -2.898  0.314
H -0.643 0.834 -2.553  0.351
H 0.591 2.034 -2.074  0.370
H 1.477 0.652 -0.441  0.497
H -2.574 -1.590 2.757  0.202

Calculated values
* lowest unoccupied orbital energy (alpha / beta): -0.190 / -0.205 hartree
* net charge: +1
* HOMO level (alpha / beta): -0.481 / -0.446 Eh
* maximum force: 4.2 eV/Å
* multiplicity: 1